1.
ORCA calculation (ωB97M-V/def2-TZVPD) on a molecular structure, C12H26N6O6Y.

Results
- orbital gap (spin up / spin down) (eV) = 6.9 / 4.8
- net charge = +1
- HOMO (spin up / spin down) (eV) = -10.9 / -10.8
- M (g/mol) = 439.3

Each line ends with the natural charge from an NBO analysis.
Geometry (Å):
O1 0.54168 -1.40097 -3.27850  -0.949
H1 0.22976 -1.27183 -4.19079  0.489
Y1 0.39097 0.14635 -0.31073  1.960
N1 1.77852 -1.73114 -0.59950  -0.199
N2 -0.55911 -2.06984 0.12281  -0.162
N3 0.74232 2.50781 -0.16746  -0.201
N4 -1.31196 1.34933 0.98599  -0.285
O2 2.92047 -1.35496 -1.01600  -0.337
O3 1.75569 3.09683 -0.74384  -0.566
O4 -2.30536 0.72813 1.74175  -0.564
O5 -1.67148 -2.16692 0.75128  -0.431
C1 0.01088 -3.21756 -0.38240  0.179
C2 1.31937 -2.99449 -0.87676  0.212
C3 -0.04276 3.28333 0.59055  0.094
C4 -1.15958 2.65242 1.25186  0.285
C5 2.09067 -3.84425 -1.80790  -0.688
H2 2.00342 -3.43885 -2.83265  0.268
H3 1.71278 -4.87226 -1.81157  0.229
H4 3.15507 -3.84586 -1.52473  0.260
C6 -0.69779 -4.52277 -0.47189  -0.674
H5 -1.64601 -4.40358 -1.01999  0.251
H6 -0.91882 -4.91257 0.53385  0.257
H7 -0.07242 -5.25540 -1.00246  0.234
C7 0.36125 4.69745 0.74549  -0.681
C8 -1.96032 3.45318 2.22302  -0.693
H8 1.02209 4.95256 -0.08692  0.277
H9 0.92326 4.83580 1.67458  0.236
H10 -0.51184 5.34988 0.76178  0.224
H11 -2.56010 2.81438 2.86717  0.252
H12 -2.62614 4.16777 1.72019  0.262
H13 -1.28368 4.05015 2.84667  0.245
H14 1.75282 1.99541 -1.94048  0.532
H15 -2.27115 -0.22772 1.48163  0.511
C9 -1.52111 0.06153 -1.74704  -0.655
H16 -1.27889 -0.58563 -2.58135  0.249
H17 -1.71926 1.09357 -2.09444  0.230
H18 -2.46461 -0.30031 -1.29073  0.237
O6 1.41935 1.15099 -2.38225  -1.024
H19 1.05305 -0.59798 -3.05594  0.489
H20 1.24865 1.42215 -3.30472  0.512
C10 -0.93409 0.60538 5.07800  -0.394
N5 0.24876 -0.06812 4.52862  -0.457
C11 1.15904 -0.74392 5.46604  -0.394
C12 0.48853 -0.07602 3.25271  0.629
N6 0.76288 -0.10293 2.10666  -0.574
H21 -0.88991 0.51832 6.16247  0.225
H22 -1.86376 0.13883 4.73218  0.222
H23 -0.96067 1.66895 4.81525  0.211
H24 1.16746 -1.82841 5.27862  0.219
H25 2.18139 -0.35012 5.36051  0.222
H26 0.78619 -0.54680 6.47958  0.225

2.
ORCA calculation (ωB97M-V/def2-TZVPD) on a molecular structure, C50H51KN6OPSi.

Results
- orbital gap (eV) = 5.5
- net charge = -1
- HOMO (eV) = -3.3
- M (g/mol) = 850.2

Each line ends with the Löwdin charge.
Geometry (Å):
K1 1.46285 -0.66107 0.16623  0.665
C1 3.58631 0.51126 4.76061  -0.055
C2 3.26214 0.75881 3.30658  -0.294
N1 3.07813 -0.19201 2.46037  0.024
N2 3.28194 -1.44709 2.93699  0.015
C3 3.11858 -2.42588 2.04592  -0.523
O1 2.80086 -2.36023 0.84025  -0.217
C4 3.32356 -3.77873 2.68016  -0.142
C5 4.23674 -3.99002 3.70843  -0.039
C6 4.36903 -5.24767 4.27847  -0.100
C7 3.57880 -6.30202 3.83813  -0.116
C8 2.66870 -6.09831 2.81039  -0.098
C9 2.55160 -4.84439 2.22951  -0.033
C10 3.19102 2.14991 2.83524  -0.236
C11 3.61864 3.20059 3.65811  -0.036
C12 3.54329 4.50249 3.19747  -0.086
C13 3.05110 4.73655 1.92515  -0.067
C14 2.67236 3.63424 1.16916  -0.120
N3 2.74303 2.38298 1.59664  0.134
H1 3.38459 -0.53519 4.97243  0.053
H2 2.97638 1.14677 5.40534  0.070
H3 4.64042 0.71020 4.97249  0.079
H4 4.83498 -3.15821 4.05385  0.102
H5 5.08608 -5.40752 5.07500  0.092
H6 3.67464 -7.27898 4.29727  0.090
H7 2.05090 -6.91883 2.46472  0.093
H8 1.85686 -4.66176 1.41759  0.102
H9 4.02660 2.99558 4.63835  0.093
H10 3.87417 5.32304 3.82342  0.098
H11 2.96921 5.73700 1.52194  0.096
H12 2.28055 3.76471 0.17122  0.084
N4 -1.65704 -3.35255 -0.59893  -0.119
P1 -0.24890 -3.07088 -1.56673  1.078
C15 -0.43848 -4.59320 -2.61431  -0.342
C16 -1.07500 -4.64706 -3.85432  -0.079
C17 -1.20582 -5.85293 -4.52920  -0.089
C18 -0.70598 -7.02440 -3.97981  -0.102
C19 -0.07575 -6.98479 -2.74384  -0.097
C20 0.06016 -5.78077 -2.07270  -0.109
C21 -0.87576 -1.89830 -2.82166  -0.428
C22 -2.16231 -1.38054 -2.85737  -0.106
C23 -2.54494 -0.54671 -3.89912  -0.079
C24 -1.65145 -0.23161 -4.90935  -0.092
C25 -0.35926 -0.73908 -4.87486  -0.087
C26 0.02631 -1.56221 -3.82986  -0.136
C27 -1.58037 -3.15185 0.76871  -0.394
C28 -2.42964 -3.81170 1.66460  -0.026
C29 -2.24950 -3.59426 3.01606  -0.081
C30 -1.24580 -2.73273 3.44312  -0.072
C31 -0.47456 -2.10856 2.47979  -0.143
N5 -0.63589 -2.30576 1.17405  0.064
H13 -2.31429 -4.04898 -0.90946  0.102
H14 -1.47277 -3.74472 -4.29705  0.097
H15 -1.70801 -5.87475 -5.48888  0.100
H16 -0.80339 -7.96014 -4.51593  0.096
H17 0.31032 -7.89845 -2.30822  0.099
H18 0.56426 -5.74795 -1.11210  0.096
H19 -2.85743 -1.61501 -2.06103  0.099
H20 -3.53994 -0.11892 -3.90784  0.105
H21 -1.95558 0.43038 -5.71047  0.098
H22 0.34948 -0.48562 -5.65373  0.100
H23 1.03510 -1.96389 -3.79027  0.109
H24 -3.19379 -4.48407 1.29514  0.103
H25 -2.87556 -4.10799 3.73478  0.102
H26 -1.06610 -2.55528 4.49412  0.101
H27 0.31862 -1.42064 2.76313  0.101
C32 -0.33560 1.04941 -1.42654  -0.296
Si1 -1.00801 2.70813 -1.48668  0.571
C33 -2.01216 2.98050 0.14089  -0.214
N6 -1.81655 1.82482 1.02149  -0.231
C34 -0.75800 1.93525 2.01191  -0.195
C35 -1.27190 1.76623 3.44862  -0.179
C36 -2.60796 2.49535 3.58648  -0.198
C37 -3.67319 1.81844 2.70835  -0.176
C38 -2.99348 1.14336 1.49492  -0.204
C39 0.39900 3.96210 -1.80485  -0.259
C40 0.24982 5.34018 -1.64496  -0.102
C41 1.29768 6.21685 -1.89528  -0.110
C42 2.51746 5.73044 -2.34541  -0.118
C43 2.68165 4.36366 -2.53143  -0.107
C44 1.63487 3.49539 -2.25590  -0.126
C45 -2.18450 3.33041 -2.89814  -0.224
C46 -1.65606 3.42748 -4.19123  -0.113
C47 -2.41595 3.85776 -5.26771  -0.110
C48 -3.74743 4.20834 -5.08308  -0.123
C49 -4.30728 4.09853 -3.81937  -0.115
C50 -3.53512 3.65631 -2.75149  -0.108
H28 0.11296 0.72708 -2.37307  -0.056
H29 -1.07049 0.31773 -1.09349  -0.059
H30 -3.07753 3.03455 -0.09891  0.052
H31 -1.77622 3.92889 0.65175  0.076
H32 -0.30449 2.92369 1.91878  0.110
H33 0.04459 1.21237 1.80278  0.079
H34 -0.53052 2.17111 4.14112  0.106
H35 -1.40420 0.70526 3.68494  0.098
H36 -2.46877 3.52999 3.25825  0.106
H37 -2.93544 2.52590 4.62867  0.098
H38 -4.40312 2.56038 2.37448  0.095
H39 -4.21298 1.05809 3.28173  0.099
H40 -3.70456 1.05077 0.67064  0.115
H41 -2.70085 0.12424 1.77806  0.106
H42 -0.70926 5.73547 -1.32082  0.100
H43 1.16885 7.28252 -1.73874  0.091
H44 3.32681 6.41690 -2.56511  0.090
H45 3.63397 3.97984 -2.87967  0.096
H46 1.77814 2.42510 -2.36347  0.089
H47 -0.61298 3.16451 -4.34463  0.100
H48 -1.97208 3.93286 -6.25464  0.092
H49 -4.34407 4.56271 -5.91568  0.088
H50 -5.34639 4.36547 -3.66001  0.090
H51 -4.00369 3.57533 -1.77735  0.076

3.
ORCA calculation (ωB97M-V/def2-TZVPD) on a molecular structure, C3H8N2O2S.

Results
- orbital gap (eV) = 8.4
- net charge = 0
- HOMO (eV) = -8.2
- M (g/mol) = 136.2

Each line ends with the natural charge from an NBO analysis.
Geometry (Å):
C1 0.46054 -0.63242 -0.23241  0.460
C2 -0.62377 1.41080 0.65112  -0.639
C3 -0.34701 0.50110 -0.45739  -0.429
N1 1.10951 -1.29453 -1.29258  -0.828
N2 0.51019 -1.12944 0.99592  -0.802
O1 -2.34576 -0.89196 1.11718  -0.960
O2 -3.28725 0.45202 -0.78260  -0.906
S1 -2.38021 -0.58862 -0.32773  1.582
H1 -0.28075 2.35246 0.40344  0.218
H2 -1.76656 1.43634 0.89235  0.227
H3 -0.04269 1.04534 1.51377  0.218
H4 -0.35937 0.83461 -1.42297  0.214
H5 1.22354 -0.68734 -2.16789  0.396
H6 0.80534 -2.21738 -1.54657  0.393
H7 -0.38592 -1.13630 1.57424  0.454
H8 1.04923 -2.08503 1.15356  0.403

We obtain ΔE to the lowest compared entry with this formula, charge and spin values of 0.00; 34.91; 21.98 kcal per mole for the records listed above, in that order.